# 1
Formula: C3H3IO2
Source: OMol25
Level of theory: ωB97M-V with the def2-TZVPD basis set

Results
HOMO energy in eV: -8.46
LUMO in eV: 0.29
Calculated total energy in Ha: -564.22475
Orbital gap in eV: 8.7
Molecular weight in g mol⁻¹: 197.959
ΔE to the lowest compared entry with this formula, charge and spin in kcal/mol: 27.7

XYZ file:
```
9
C3H3IO2 (ωB97M-V with the def2-TZVPD basis set)
C 1.404 -0.656 -0.031
C 2.877 0.748 0.076
C 0.027 -0.057 0.075
O 1.774 -1.782 -0.176
O 2.468 1.818 0.262
I 4.734 -0.113 -0.007
H -0.084 0.184 1.206
H -0.612 -0.838 -0.392
H 0.040 0.924 -0.490
```

These are the natural (NBO) partial charges, in e, on atoms 1 to 4: number 1, C, carries 0.58; number 2, C, carries 0.28; number 3, C, carries -0.76; number 4, O, carries -0.50

---

# 2
Formula: C20H40O28PtRbS4
Source: OMol25
Level of theory: ωB97M-V with the def2-TZVPD basis set

Results
HOMO energy (alpha / beta) in eV: -4.16 / -5.71
LUMO (alpha / beta) in eV: 1.43 / 1.43
Charge: -1
2S+1: 3
Calculated total energy in Ha: -4629.03478
Orbital gap (alpha / beta) in eV: 5.6 / 7.1
Molecular weight in g mol⁻¹: 1137.326
ΔE to the lowest compared entry with this formula, charge and spin in kcal/mol: 18.1

XYZ file:
```
94
C20H40O28PtRbS4 (ωB97M-V with the def2-TZVPD basis set)
Pt 13.081 26.159 -29.772
Rb 8.921 25.906 -29.818
S 11.442 28.127 -30.748
O 12.757 28.231 -30.049
O 10.353 28.494 -29.853
O 11.350 28.862 -32.013
O 11.413 26.697 -31.056
S 11.740 24.064 -28.651
O 12.151 23.232 -27.508
O 11.797 25.506 -28.318
O 12.821 24.075 -29.669
O 10.427 23.749 -29.181
C 16.598 28.477 -31.704
C 15.693 27.900 -32.822
O 15.965 26.537 -33.053
C 15.338 25.659 -32.294
O 14.525 25.946 -31.460
O 15.615 24.433 -32.709
C 14.905 23.377 -32.050
H 16.656 29.564 -31.716
H 17.632 28.119 -31.717
H 16.240 28.113 -30.739
H 15.954 28.414 -33.746
H 14.672 28.205 -32.590
H 15.172 22.407 -32.458
H 13.816 23.403 -32.136
H 15.072 23.429 -30.975
C 10.533 23.172 -24.711
C 9.094 23.287 -24.230
O 9.171 24.114 -23.058
C 8.052 24.445 -22.428
O 6.958 23.997 -22.653
O 8.355 25.356 -21.530
C 7.401 25.688 -20.554
H 10.715 22.322 -25.374
H 11.193 23.018 -23.860
H 10.813 23.999 -25.358
H 8.625 22.332 -23.986
H 8.415 23.834 -24.888
H 6.418 25.919 -20.975
H 7.720 26.497 -19.909
H 7.154 24.795 -19.968
C 13.084 17.716 -26.722
C 11.582 17.418 -26.799
O 10.886 18.498 -27.381
C 9.996 18.361 -28.380
O 9.644 17.341 -28.877
O 9.499 19.534 -28.712
C 9.848 20.768 -28.098
H 13.580 16.899 -26.191
H 13.366 18.646 -26.238
H 13.518 17.632 -27.723
H 11.274 17.406 -25.749
H 11.330 16.469 -27.269
H 10.164 20.680 -27.062
H 9.088 21.536 -28.216
H 10.674 21.164 -28.691
C 14.006 25.158 -24.359
C 13.916 25.489 -25.812
O 15.263 25.367 -26.318
C 15.530 25.755 -27.550
O 14.732 26.227 -28.316
O 16.800 25.570 -27.877
C 17.684 24.892 -26.999
H 14.309 24.129 -24.160
H 13.010 25.225 -23.909
H 14.671 25.853 -23.847
H 13.591 26.525 -25.940
H 13.189 24.855 -26.321
H 17.994 25.542 -26.177
H 18.536 24.603 -27.604
H 17.309 24.019 -26.463
C 10.207 26.518 -26.286
C 10.138 27.954 -26.762
O 9.840 28.747 -25.587
S 9.609 27.809 -24.282
O 8.403 28.155 -23.578
O 10.841 27.669 -23.550
O 9.355 26.456 -25.132
H 11.197 26.174 -26.002
H 9.700 25.863 -26.993
H 9.334 28.230 -27.444
H 11.073 28.221 -27.255
C 14.820 21.378 -28.284
C 13.895 20.571 -29.190
O 14.726 20.475 -30.356
S 16.249 20.095 -29.915
O 17.184 20.792 -30.756
O 16.388 18.689 -29.640
O 16.131 20.903 -28.507
H 14.601 21.421 -27.219
H 14.721 22.423 -28.603
H 12.917 21.012 -29.335
H 13.856 19.561 -28.768
```

These are the Mulliken partial charges, in e, on atoms 1 to 4: number 1, Pt, carries 6.28; number 2, Rb, carries 0.97; number 3, S, carries 1.39; number 4, O, carries -0.78

---

# 3
Formula: C36H35BBrCoN7O4S
Source: OMol25
Level of theory: ωB97M-V with the def2-TZVPD basis set

Results
HOMO energy (alpha / beta) in eV: -2.15 / -5.35
LUMO (alpha / beta) in eV: 1.94 / 1.94
Charge: -1
2S+1: 5
Calculated total energy in Ha: -6457.12551
Orbital gap (alpha / beta) in eV: 4.1 / 7.3
Molecular weight in g mol⁻¹: 811.437
ΔE to the lowest compared entry with this formula, charge and spin in kcal/mol: 0.0

XYZ file:
```
86
C36H35BBrCoN7O4S (ωB97M-V with the def2-TZVPD basis set)
Co 0.126 0.008 0.076
C -2.077 -1.721 -2.381
C -1.290 -2.496 -1.407
C -1.256 -3.895 -1.305
C -0.519 -4.151 -0.170
C -0.085 -5.493 0.396
N -0.080 -2.964 0.311
N -0.528 -1.958 -0.460
B 0.879 -2.701 1.493
N 2.151 -2.012 0.971
N 2.026 -0.963 0.160
C 3.238 -0.531 -0.164
C 3.387 0.645 -1.074
C 4.191 -1.356 0.487
C 3.441 -2.294 1.199
C 3.881 -3.411 2.054
N 0.097 -1.718 2.459
N -0.566 -0.674 1.940
C -1.340 -0.174 2.924
C -2.256 1.000 2.690
C -1.136 -0.855 4.092
C -0.194 -1.834 3.764
C 0.447 -2.827 4.712
H -2.801 -2.337 -2.893
H -1.452 -1.222 -3.190
H -2.557 -0.889 -1.858
H -1.811 -4.611 -1.822
H -0.525 -6.212 -0.293
H -0.410 -5.663 1.420
H 0.984 -5.637 0.338
H 1.113 -3.715 2.088
H 2.400 1.048 -1.280
H 3.804 0.357 -2.050
H 4.022 1.460 -0.695
H 5.247 -1.270 0.393
H 4.905 -3.178 2.305
H 3.783 -4.416 1.564
H 3.346 -3.421 2.990
H -1.721 1.957 2.630
H -3.072 1.022 3.459
H -2.706 0.919 1.684
H -1.552 -0.646 5.075
H 0.219 -2.501 5.726
H 1.566 -2.922 4.627
H 0.056 -3.785 4.496
N -5.106 6.746 -0.891
C -4.402 5.823 -0.930
C -3.488 4.707 -1.110
C -2.431 4.946 -1.989
C -1.496 3.976 -2.269
C -1.566 2.715 -1.633
C -2.656 2.472 -0.806
C -3.623 3.463 -0.530
H -2.338 5.949 -2.368
H -0.657 4.216 -3.014
H -2.842 1.503 -0.394
H -4.413 3.174 0.185
Br 3.658 -0.713 5.035
C 2.407 0.653 4.595
C 1.829 1.330 5.678
C 0.849 2.257 5.487
C 0.545 2.587 4.165
C 1.119 1.972 3.099
C 2.042 0.962 3.299
C 0.656 2.460 1.717
O 0.146 3.572 1.615
O 0.934 1.656 0.744
H 2.061 1.066 6.716
H 0.325 2.715 6.355
H -0.182 3.382 3.985
H 2.535 0.527 2.446
O -1.573 0.433 -8.722
C -0.456 0.741 -7.966
O 0.615 0.873 -8.568
C -0.565 0.741 -6.527
C 0.678 0.992 -5.820
C 0.720 1.216 -4.510
C -0.481 1.257 -3.715
S -0.334 1.482 -2.011
C -1.707 1.055 -4.418
C -1.746 0.794 -5.741
H -2.332 0.181 -8.177
H 1.586 0.918 -6.415
H 1.691 1.355 -4.032
H -2.618 1.111 -3.837
H -2.762 0.771 -6.213
```

These are the Mulliken partial charges, in e, on atoms 1 to 4: number 1, Co, carries -0.09; number 2, C, carries -1.08; number 3, C, carries 0.57; number 4, C, carries -1.62